Density functional theory data (ωB97M-V/def2-TZVPD) for a structure of composition C30H20ClN2O6PSr.

```
61
Properties=species:S:1:pos:R:3:lowdin_charge:R:1
Sr 1.4302 0.9825 -2.7249 1.6475
O 3.7827 0.6251 -2.1022 -0.1343
C 3.3415 -0.2495 -1.3066 -0.7534
O 2.4113 -1.0467 -1.6038 -0.1491
C 3.7983 -0.1894 0.1253 -0.1642
C 5.0855 -0.5524 0.4901 -0.0144
C 5.4868 -0.4402 1.8129 -0.0678
C 4.6102 0.0640 2.7611 -0.0717
C 3.3253 0.4403 2.3949 -0.0618
C 2.8978 0.3007 1.0792 -0.2987
P 1.2153 0.7461 0.5104 1.0959
C 0.2487 -0.7481 0.9520 -0.3654
C -1.1382 -0.6406 1.0613 -0.1089
C -1.9070 -1.7611 1.3359 -0.0890
C -1.3019 -3.0005 1.4944 -0.0780
C 0.0753 -3.1136 1.3826 -0.0774
C 0.8494 -1.9929 1.1143 -0.0830
C 0.5611 1.9798 1.6722 -0.3793
C 0.4078 3.2809 1.1988 -0.0924
C -0.1312 4.2689 2.0130 -0.0661
C -0.5265 3.9568 3.3032 -0.0734
C -0.3951 2.6565 3.7780 -0.0726
C 0.1378 1.6702 2.9667 -0.1042
H 5.7717 -0.9121 -0.2661 0.1235
H 6.4886 -0.7295 2.1022 0.1060
H 4.9289 0.1729 3.7895 0.1053
H 2.6626 0.8529 3.1428 0.0972
H -1.6188 0.3262 0.9488 0.1093
H -2.9806 -1.6658 1.4280 0.0827
H -1.9040 -3.8748 1.7058 0.1056
H 0.5537 -4.0771 1.5055 0.1068
H 1.9224 -2.0899 1.0176 0.1062
H 0.6859 3.5237 0.1797 0.0885
H -0.2578 5.2724 1.6295 0.1106
H -0.9580 4.7206 3.9368 0.1057
H -0.7251 2.4101 4.7790 0.1056
H 0.1962 0.6500 3.3277 0.1108
O -3.1719 3.8777 -0.9185 0.1265
C -3.6793 2.6624 -0.9980 -0.5090
O -4.7644 2.3842 -0.5548 0.0764
C -2.8279 1.6129 -1.6453 -0.0461
C -3.1056 0.2537 -1.6021 -0.5821
Cl -4.3947 -0.5557 -0.8616 0.8500
N -2.1272 -0.4042 -2.2624 -0.0677
N -1.2223 0.4607 -2.7485 0.0705
C -1.6378 1.6775 -2.4058 -0.1484
C -0.7561 2.8536 -2.7961 -0.6581
O -0.8401 3.8667 -2.0835 0.0269
O 0.0410 2.6758 -3.7512 -0.1674
C -1.9220 -1.8098 -2.4288 -0.2000
C -0.7032 -2.3557 -2.0530 -0.0184
C -0.4807 -3.7084 -2.2362 -0.0574
C -1.4758 -4.5126 -2.7792 -0.0736
C -2.6896 -3.9548 -3.1495 -0.0693
C -2.9165 -2.5956 -2.9850 -0.0303
H -2.2677 3.9316 -1.3486 0.0599
H 0.0619 -1.7435 -1.5942 0.0798
H 0.4694 -4.1325 -1.9400 0.1141
H -1.3026 -5.5717 -2.9159 0.1052
H -3.4642 -4.5742 -3.5817 0.1073
H -3.8533 -2.1546 -3.2956 0.1089
```

HOMO energy (eV): -8.95
LUMO (eV): -0.07
Molar mass (g mol⁻¹): 658.545
Total energy (eV): -69351.70730
Total charge: 0
Strongest force on any atom (eV/Å): 0.7
Multiplicity: 1
ΔE to the lowest compared entry with this formula, charge and spin (kcal/mol): 8.76



Density functional theory data (ωB97M-V/def2-TZVPD) for a structure of composition C30H20F2IIrN2O2Se.

```
59
Properties=species:S:1:pos:R:3:mulliken_spin:R:1
Ir 0.0826 0.2929 0.1493 0.2750
F 5.2258 -1.2230 -0.7747 -0.0003
C 4.3048 -0.2292 -0.6926 -0.0093
C 3.0049 -0.5396 -0.3557 0.0134
C 2.0623 0.4842 -0.2557 0.0212
C 2.4560 1.8041 -0.5958 0.0182
C 3.7914 2.0554 -0.8950 -0.0184
F 4.2277 3.3149 -1.1657 -0.0003
C 4.7422 1.0600 -0.9428 0.0210
C 1.3660 2.7870 -0.6566 -0.0196
C 1.4962 4.1242 -1.0280 0.0062
C 0.3808 4.9405 -1.0289 -0.0013
C -0.8448 4.4253 -0.6381 0.0068
C -0.9181 3.0909 -0.2970 -0.0093
N 0.1412 2.2807 -0.3527 0.0066
H 2.7377 -1.5661 -0.1567 0.0057
H 5.7724 1.2784 -1.1779 0.0016
H 2.4628 4.5133 -1.2927 0.0010
H 0.4766 5.9787 -1.3191 0.0001
H -1.7408 5.0272 -0.6007 -0.0001
H -1.8417 2.6385 0.0281 0.0032
C -3.6800 2.6525 -2.9619 -0.0016
C -4.3458 2.2359 -1.8123 0.0036
C -3.7818 1.2943 -0.9716 0.0034
C -2.5261 0.7340 -1.2542 -0.0072
C -1.8940 1.1227 -2.4394 0.0040
C -2.4528 2.0839 -3.2692 0.0013
N -1.8890 -0.1322 -0.3586 0.0437
C -2.6676 -1.2088 0.0824 -0.0386
C -2.5110 -1.7462 1.3632 0.0041
C -3.2769 -2.8234 1.7741 0.0013
C -4.2229 -3.3952 0.9353 0.0065
C -4.3821 -2.8715 -0.3410 -0.0031
C -3.6164 -1.8004 -0.7661 0.0081
H -4.1215 3.3945 -3.6143 -0.0003
H -5.3091 2.6643 -1.5605 0.0003
H -4.2913 0.9893 -0.0654 -0.0015
H -0.9442 0.6637 -2.6910 -0.0006
H -1.9291 2.3767 -4.1713 -0.0001
H -1.7748 -1.3138 2.0265 0.0069
H -3.1190 -3.2272 2.7673 0.0001
H -4.8098 -4.2441 1.2612 0.0008
H -5.1011 -3.3102 -1.0236 0.0001
H -3.7416 -1.4211 -1.7722 0.0004
Se -0.1947 1.0528 2.3217 0.6486
I 5.9154 -3.0747 4.3866 -0.0001
C 4.1776 -2.9556 3.2265 0.0002
C 3.7154 -4.0876 2.5722 0.0000
C 2.5612 -3.9974 1.8132 0.0011
C 1.8726 -2.7926 1.6825 0.0096
C 2.3558 -1.6764 2.3468 -0.0288
C 3.5029 -1.7528 3.1259 -0.0131
C 0.6420 -2.8167 0.7880 -0.0017
O 0.1684 -3.9140 0.5362 -0.0001
O 0.1702 -1.7407 0.2454 -0.0032
H 4.2476 -5.0254 2.6531 0.0000
H 2.1695 -4.8661 1.3026 0.0000
H 1.8353 -0.7353 2.2683 0.0313
H 3.8629 -0.8740 3.6428 0.0032
```

HOMO energy (spin up / spin down) (eV): -4.19 / -4.26
LUMO (spin up / spin down) (eV): 1.99 / 1.60
Molar mass (g mol⁻¹): 876.579
Total energy (eV): -120233.61479
Total charge: -1
<S²>: 0.76
Strongest force on any atom (eV/Å): 0.9
Multiplicity: 2
ΔE to the lowest compared entry with this formula, charge and spin (kcal/mol): 19.34



Density functional theory data (ωB97M-V/def2-TZVPD) for a structure of composition C30H21AsN2SbSe4W in a non-equilibrium geometry.

```
60
Properties=species:S:1:pos:R:3:mulliken_spin:R:1
W 1.1268 0.4118 0.1267 1.2556
C 0.8814 0.9963 4.5325 -0.0040
C 1.1057 1.3181 3.1976 0.0066
N 1.3199 0.3797 2.2808 0.0162
C 1.3500 -0.9280 2.6747 0.0115
C 1.0462 -1.3454 3.9681 -0.0060
C 0.8103 -0.3228 4.9138 0.0147
C 1.0765 -2.7419 4.2901 0.0027
C 1.4903 -3.6490 3.3766 0.0021
C 1.9024 -3.2316 2.0686 -0.0009
C 2.5265 -4.0853 1.1340 0.0197
C 2.9761 -3.5825 -0.0665 -0.0072
C 2.7322 -2.2564 -0.3892 0.0189
N 2.1193 -1.4309 0.4602 -0.0018
C 1.7747 -1.8934 1.7045 -0.0296
H 0.7436 1.7914 5.2526 0.0008
H 1.1139 2.3430 2.8497 -0.0013
H 0.5979 -0.5817 5.9449 -0.0006
H 0.7984 -3.0483 5.2903 0.0004
H 1.5534 -4.7001 3.6272 0.0006
H 2.6744 -5.1314 1.3756 -0.0003
H 3.4919 -4.2129 -0.7775 0.0006
H 3.0058 -1.8393 -1.3491 0.0008
C -3.5685 -3.0325 -3.8530 -0.0014
C -2.2603 -2.8737 -4.2969 0.0005
C -1.3911 -2.0432 -3.6077 0.0008
C -1.8736 -1.3733 -2.4872 -0.0015
C -3.1750 -1.5159 -2.0247 -0.0036
C -4.0237 -2.3605 -2.7238 -0.0001
As -0.7081 -0.1485 -1.6149 0.0126
C -1.3098 0.4511 0.1275 -0.0125
C -1.6757 -0.3185 1.2510 0.0234
C -2.0883 0.3261 2.3970 -0.0052
C -2.1045 1.7264 2.4455 -0.0007
C -1.7200 2.4956 1.3598 0.0009
C -1.3338 1.8725 0.1699 0.0265
C -1.0331 2.5396 -1.1073 0.0179
C -0.9914 3.9141 -1.3050 -0.0372
C -0.6848 4.4148 -2.5622 0.0164
C -0.4124 3.5574 -3.6224 -0.0063
C -0.4430 2.1776 -3.4399 0.0130
C -0.7714 1.6880 -2.1927 -0.0015
H -4.2406 -3.6860 -4.3926 0.0000
H -1.9153 -3.3976 -5.1779 0.0002
H -0.3685 -1.9233 -3.9425 -0.0001
H -3.5344 -0.9748 -1.1591 0.0005
H -5.0447 -2.4871 -2.3901 0.0000
H -1.6750 -1.4018 1.1958 -0.0029
H -2.4225 -0.2469 3.2522 0.0001
H -2.4463 2.2199 3.3471 0.0000
H -1.7720 3.5748 1.4186 0.0018
H -1.2049 4.5983 -0.4937 -0.0001
H -0.6713 5.4845 -2.7226 0.0138
H -0.1856 3.9631 -4.5988 -0.0006
H -0.2322 1.5124 -4.2671 -0.0010
Se 2.8831 5.7247 -0.8303 0.6464
Sb 4.1536 4.3451 -2.3438 -0.0798
Se 6.0459 3.5958 -1.1089 0.4473
Se 3.3644 3.5115 -4.4106 -0.0427
Se 2.6175 1.8309 -0.7751 -0.3244
```

HOMO energy (spin up / spin down) (eV): -15.45 / -15.06
LUMO (spin up / spin down) (eV): -10.65 / -10.74
Molar mass (g mol⁻¹): 1105.874
Total energy (eV): -364991.21956
Total charge: +3
<S²>: 2.09
Strongest force on any atom (eV/Å): 1.9
Multiplicity: 3
ΔE to the lowest compared entry with this formula, charge and spin (kcal/mol): 8.23



Density functional theory data (ωB97M-V/def2-TZVPD) for a structure of composition C30H21CaN10O3.

```
65
Properties=species:S:1:pos:R:3:lowdin_charge:R:1
Ca 0.9081 0.1084 -0.3464 1.3136
O -3.6431 -0.7063 -0.9070 0.0357
C -4.0826 0.5635 -0.7889 -0.2733
C -5.3974 0.8396 -1.1675 -0.0325
C -5.9080 2.1182 -1.0472 -0.1080
C -5.1135 3.1437 -0.5449 -0.1097
C -3.8106 2.8720 -0.1691 -0.0358
C -3.2708 1.5924 -0.2812 -0.0776
C -1.8629 1.3076 0.1249 -0.4561
O -1.4250 0.0944 -0.0481 -0.2194
N -1.1873 2.2979 0.6406 0.0502
N 0.1036 1.9269 0.9617 -0.1110
C 0.8086 2.8294 1.5356 -0.1001
C 2.1743 2.6672 1.9874 -0.1558
C 2.7666 3.7734 2.6140 -0.0781
C 4.0395 3.7404 3.1415 -0.1361
C 4.7617 2.5468 3.0526 -0.1241
C 4.2155 1.4413 2.4429 -0.0446
C 2.9151 1.4447 1.8661 -0.4034
O 2.4662 0.3802 1.2943 -0.2541
H -2.7098 -0.6745 -0.5613 0.0476
H -5.9949 0.0248 -1.5571 0.1070
H -6.9291 2.3186 -1.3497 0.0924
H -5.5063 4.1488 -0.4594 0.0900
H -3.1654 3.6523 0.2099 0.1037
H 0.3454 3.8015 1.7249 0.1176
H 2.1862 4.6884 2.6803 0.1013
H 4.4661 4.6158 3.6134 0.0828
H 5.7628 2.4881 3.4662 0.0892
H 4.7751 0.5158 2.3690 0.0989
N -1.2825 -2.1341 2.7969 0.1333
C -0.2125 -1.5524 2.2178 -0.1382
N 0.3495 -1.9818 1.1442 0.0788
C -0.2291 -3.0296 0.4423 -0.2870
N 0.1677 -3.2928 -0.7586 0.0781
N 1.0120 -2.3433 -1.2511 -0.0414
C 2.0173 -2.7376 -1.9160 -0.0770
C 2.9537 -1.7627 -2.4920 -0.2623
C 3.7875 -2.1269 -3.5439 -0.0278
C 4.6248 -1.1721 -4.0960 -0.0670
C 4.6097 0.1110 -3.5761 -0.0500
C 3.7595 0.3815 -2.5120 -0.1148
N 2.9638 -0.5319 -1.9756 0.0663
C -1.2936 -3.8001 1.0783 -0.0810
C -1.8333 -4.9592 0.5255 -0.0118
C -2.8866 -5.6010 1.1447 -0.0797
C -3.4213 -5.0853 2.3230 -0.0795
C -2.9011 -3.9372 2.8857 -0.0184
C -1.8346 -3.2946 2.2639 -0.1712
H -1.6999 -1.7085 3.6071 0.1553
H 0.1948 -0.6681 2.6994 0.1419
H 2.2508 -3.7935 -2.0601 0.1228
H 3.7593 -3.1387 -3.9280 0.1080
H 5.2730 -1.4240 -4.9253 0.1046
H 5.2363 0.8948 -3.9774 0.1043
H 3.7149 1.3706 -2.0721 0.1190
H -1.4136 -5.3265 -0.4008 0.1124
H -3.3068 -6.4980 0.7100 0.1011
H -4.2542 -5.5842 2.8008 0.1033
H -3.3171 -3.5273 3.7981 0.1122
N 0.5265 1.4814 -2.3604 0.0246
C 0.1172 2.4269 -2.9121 -0.3966
N -0.3528 3.3900 -3.6347 0.0334
C -0.0120 4.6365 -3.3497 -0.4531
N 0.2446 5.7572 -3.1932 0.0472
```

HOMO energy (eV): -4.38
LUMO (eV): 1.51
Molar mass (g mol⁻¹): 609.643
Total energy (eV): -70938.85320
Total charge: -1
Strongest force on any atom (eV/Å): 0.8
Multiplicity: 1
ΔE to the lowest compared entry with this formula, charge and spin (kcal/mol): 0.00



Number 2 is which compound?
C30H20F2IIrN2O2Se